Entry from the OMol25 dataset: a single C5H8O2 molecule (wB97M-V/def2-TZVPD).

CARTESIAN COORDINATES (ANGSTROEM)
O1 2.07 0.21 -0.66
C1 1.15 0.36 0.41
C2 0.00 1.30 0.01
C3 -0.96 0.12 0.08
O2 -2.26 0.23 0.55
C4 -0.50 -1.06 -0.72
C5 0.14 -0.78 0.61
H1 2.67 -0.51 -0.44
H2 1.68 0.65 1.32
H3 -0.22 2.01 0.82
H4 0.12 1.85 -0.94
H5 -2.85 -0.07 -0.14
H6 -1.21 -1.89 -0.72
H7 0.09 -0.95 -1.63
H8 0.09 -1.46 1.45

LUMO level: 0.032 hartree
Total charge: 0
Highest occupied orbital energy: -9.345 eV
Energy relative to the best compared isomer or geometry (same formula, charge and spin): 2.129 eV
SMILES: O[C@H]1C[C@@]2(O)C[C@@H]12
Max |F|: 0.33 eV Å⁻¹

=====

Entry from the OMol25 dataset: a single C5H8O2 molecule (wB97M-V/def2-TZVPD).

CARTESIAN COORDINATES (ANGSTROEM)
C1 -1.75 -0.47 -0.12
C2 -0.42 0.25 -0.05
O1 -0.58 1.66 -0.11
C3 0.56 -0.06 1.10
C4 1.75 -0.12 0.10
C5 0.70 -0.23 -1.00
O2 0.69 -0.66 -2.12
H1 -2.45 -0.05 0.61
H2 -2.19 -0.36 -1.12
H3 -1.63 -1.54 0.08
H4 -0.36 1.99 -1.00
H5 0.59 0.72 1.86
H6 0.36 -1.03 1.56
H7 2.28 0.83 0.03
H8 2.47 -0.93 0.18

LUMO level: 0.030 hartree
Total charge: 0
Highest occupied orbital energy: -9.558 eV
Energy relative to the best compared isomer or geometry (same formula, charge and spin): 1.099 eV
SMILES: C[C@@]1(O)CCC1=O
Max |F|: 0.59 eV Å⁻¹

=====

Entry from the OMol25 dataset: a single C5H8O2 molecule at a distorted geometry (wB97M-V/def2-TZVPD).

CARTESIAN COORDINATES (ANGSTROEM)
C1 1.10 1.41 0.32
C2 0.19 0.22 0.18
C3 0.36 -1.38 0.93
O1 -0.22 -1.93 -0.26
C4 -0.10 -0.71 -0.97
C5 -1.15 0.23 -0.53
O2 -2.37 -0.19 -0.02
H1 2.09 1.09 0.66
H2 1.22 1.89 -0.65
H3 0.73 2.17 1.02
H4 -0.16 -0.53 1.42
H5 1.45 -1.50 0.88
H6 0.43 -0.72 -1.91
H7 -1.27 1.09 -1.19
H8 -2.29 -1.15 0.11

LUMO level: 0.031 hartree
Total charge: 0
Highest occupied orbital energy: -8.513 eV
Energy relative to the best compared isomer or geometry (same formula, charge and spin): 5.656 eV
SMILES: C[C@]12CO[C@H]1[C@H]2O
Max |F|: 2.79 eV Å⁻¹

=====

Entry from the OMol25 dataset: 2 unconnected molecules or ions with the total composition C5H8O2 (wB97M-V/def2-TZVPD).

CARTESIAN COORDINATES (ANGSTROEM)
C1 -0.49 1.00 -1.15
C2 -0.44 -0.30 -1.93
O1 -1.57 -0.61 -2.58
O2 0.51 -1.02 -1.98
H1 -2.27 0.05 -2.45
H2 -1.26 0.94 -0.39
H3 -0.71 1.82 -1.82
H4 0.47 1.17 -0.67
C3 1.67 -1.14 1.17
C4 -0.02 0.27 2.53
C5 0.83 -0.44 1.86
H5 -0.86 -0.18 3.04
H6 2.55 -1.56 1.62
H7 1.52 -1.34 0.12
H8 0.07 1.34 2.63

LUMO level: 0.020 hartree
Total charge: 0
Highest occupied orbital energy: -9.922 eV
Energy relative to the best compared isomer or geometry (same formula, charge and spin): 1.730 eV
SMILES: CC(=O)O.C=C=C
Max |F|: 0.59 eV Å⁻¹

=====

Entry from the OMol25 dataset: a single C5H8O2 molecule (wB97M-V/def2-TZVPD).

CARTESIAN COORDINATES (ANGSTROEM)
C1 -0.57 -1.53 0.66
C2 -0.17 -0.32 -0.18
O1 -0.69 -0.54 -1.47
C3 -0.75 0.99 0.40
O2 -0.71 2.01 -0.58
C4 1.31 -0.16 -0.23
C5 2.49 0.07 -0.25
H1 -1.66 -1.64 0.61
H2 -0.26 -1.41 1.70
H3 -0.11 -2.43 0.25
H4 -0.66 0.33 -1.92
H5 -0.19 1.27 1.31
H6 -1.80 0.84 0.66
H7 0.22 2.26 -0.69
H8 3.55 0.25 -0.26

LUMO level: 0.030 hartree
Total charge: 0
Highest occupied orbital energy: -10.286 eV
Energy relative to the best compared isomer or geometry (same formula, charge and spin): 2.241 eV
SMILES: C#C[C@](C)(O)CO
Max |F|: 0.53 eV Å⁻¹

=====

Entry from the OMol25 dataset: a single C5H8O2 molecule at a distorted geometry (wB97M-V/def2-TZVPD).

CARTESIAN COORDINATES (ANGSTROEM)
C1 -2.21 0.09 -0.74
C2 -1.12 -0.45 0.17
C3 0.25 0.11 -0.16
C4 1.31 -0.43 0.76
O1 1.13 -1.19 1.69
C5 2.69 -0.14 0.40
O2 3.08 1.12 0.50
H1 -2.29 1.18 -0.68
H2 -3.19 -0.33 -0.48
H3 -2.01 -0.16 -1.79
H4 -1.08 -1.54 0.11
H5 -1.35 -0.21 1.22
H6 0.54 -0.10 -1.20
H7 0.29 1.21 -0.06
H8 3.97 0.84 0.25

LUMO level: 0.002 hartree
Total charge: 0
Highest occupied orbital energy: -8.951 eV
Energy relative to the best compared isomer or geometry (same formula, charge and spin): 3.310 eV
Max |F|: 1.85 eV Å⁻¹

=====

> Which value of total charge does entry 6 give?

0